The following is a quantum chemistry calculation of a cluster of 7 separate species, C18H53N3O10 in total, from the Open Molecules 2025 dataset.

Atoms and positions in Å:
1 C 1.573 1.041 -2.369
2 O 2.356 0.435 -3.377
3 C 2.427 -0.971 -3.220
4 C 3.296 -1.512 -4.332
5 N 4.688 -1.264 -4.047
6 C 5.558 -1.556 -5.171
7 C 6.983 -1.174 -4.834
8 O 7.088 0.196 -4.475
9 C 7.208 1.049 -5.587
10 H 1.757 2.113 -2.424
11 H 1.895 0.715 -1.371
12 H 0.506 0.823 -2.465
13 H 1.421 -1.407 -3.231
14 H 2.906 -1.178 -2.254
15 H 2.971 -1.033 -5.275
16 H 3.116 -2.582 -4.482
17 H 4.792 -0.284 -3.801
18 H 5.246 -1.011 -6.080
19 H 5.522 -2.627 -5.389
20 H 7.672 -1.439 -5.643
21 H 7.308 -1.717 -3.942
22 H 6.365 0.956 -6.280
23 H 8.147 0.868 -6.125
24 H 7.226 2.081 -5.236
25 C -9.870 2.863 3.195
26 O -8.869 2.980 4.170
27 C -8.365 1.710 4.588
28 C -7.273 1.975 5.590
29 N -6.115 2.682 5.014
30 C -5.228 1.803 4.242
31 C -4.115 2.629 3.672
32 O -3.580 1.964 2.542
33 C -2.474 2.656 2.017
34 H -10.713 2.257 3.554
35 H -9.506 2.367 2.281
36 H -10.199 3.865 2.933
37 H -7.985 1.171 3.712
38 H -9.187 1.145 5.045
39 H -6.917 1.008 5.953
40 H -7.673 2.581 6.400
41 H -6.491 3.384 4.384
42 H -5.760 1.314 3.411
43 H -4.855 1.029 4.913
44 H -3.318 2.799 4.405
45 H -4.490 3.614 3.354
46 H -2.798 3.525 1.427
47 H -1.917 1.987 1.359
48 H -1.789 2.975 2.811
49 C 0.144 -4.224 -2.915
50 O 0.561 -4.218 -1.577
51 C -0.136 -3.269 -0.787
52 C 0.635 -3.036 0.492
53 N 1.609 -1.955 0.326
54 C 2.469 -1.819 1.507
55 C 3.480 -0.723 1.279
56 O 4.321 -1.120 0.222
57 C 5.065 -0.057 -0.333
58 H 0.771 -4.933 -3.452
59 H 0.253 -3.229 -3.370
60 H -0.907 -4.525 -3.018
61 H -1.141 -3.646 -0.540
62 H -0.261 -2.344 -1.366
63 H 1.116 -3.974 0.788
64 H -0.077 -2.707 1.253
65 H 2.225 -2.227 -0.437
66 H 2.989 -2.754 1.763
67 H 1.851 -1.576 2.378
68 H 4.064 -0.521 2.188
69 H 2.951 0.214 1.044
70 H 5.581 -0.439 -1.211
71 H 5.813 0.326 0.375
72 H 4.411 0.779 -0.608
73 O -2.661 -0.942 0.322
74 H -3.322 -0.670 0.967
75 H -3.131 -1.479 -0.321
76 O -0.116 0.238 0.511
77 H -0.968 -0.176 0.319
78 H 0.552 -0.476 0.426
79 O 1.180 2.431 1.635
80 H 0.829 3.239 1.251
81 H 0.814 1.723 1.080
82 O 0.079 0.195 3.729
83 H 0.879 0.706 3.571
84 H -0.458 0.384 2.952

Results
Kohn-Sham gap ... 9.009 eV
LUMO ... 0.23 eV
Largest force on an atom ... 0.018 Eh/bohr
SMILES ... COCCNCCOC.COCCNCCOC.COCCNCCOC.O.O.O.O
Total charge ... 0

=====

The following is a quantum chemistry calculation of a cluster of 2 separate species, C3H9N2OS in total, from the Open Molecules 2025 dataset.

Atoms and positions in Å:
1 C -2.050 -0.186 -0.179
2 C 2.744 -0.309 0.040
3 C 2.501 -0.277 -1.292
4 N -2.920 0.682 -0.722
5 N -2.422 -0.765 0.953
6 O 0.031 -1.577 0.488
7 S -0.473 -0.567 -0.731
8 H 2.435 0.263 0.912
9 H 1.037 -1.529 0.165
10 H 3.605 -0.952 0.285
11 H 3.009 -0.896 -1.906
12 H 1.671 0.365 -1.684
13 H -3.817 0.785 -0.205
14 H -2.664 1.305 -1.422
15 H -3.409 -0.558 1.112
16 H -1.988 -1.572 1.416

Results
Kohn-Sham gap ... 10.268 eV
LUMO ... -3.69 eV
Largest force on an atom ... 0.104 Eh/bohr
Total charge ... +1

=====

The following is a quantum chemistry calculation of a structure of composition C5H9ClF2InN2O3, from the Open Molecules 2025 dataset.

Atoms and positions in Å:
1 N 2.650 -1.154 0.787
2 C 2.353 -0.485 -0.488
3 C 1.661 0.872 -0.328
4 O 2.604 1.860 0.129
5 C 0.404 0.819 0.550
6 In -1.405 1.328 -0.539
7 Cl -2.597 3.053 0.659
8 N -2.723 -0.459 -0.405
9 C -3.220 -0.720 0.852
10 O -2.941 -1.527 1.675
11 F -4.254 0.129 1.079
12 C -2.124 -1.541 -1.003
13 O -1.482 -2.448 -0.592
14 F -2.326 -1.443 -2.353
15 H 2.088 -0.745 1.526
16 H 2.388 -2.131 0.757
17 H 1.733 -1.114 -1.140
18 H 3.293 -0.292 -1.015
19 H 1.416 1.204 -1.342
20 H 2.903 1.589 1.003
21 H 0.272 -0.162 1.015
22 H 0.477 1.553 1.357
23 H -1.171 1.816 -2.187

Results
Kohn-Sham gap ... 9.016 eV
LUMO ... 3.07 eV
Largest force on an atom ... 0.015 Eh/bohr
Total charge ... -1

=====

The following is a quantum chemistry calculation of an isolated molecule of C5H6Cl4Si2, from the Open Molecules 2025 dataset.

Atoms and positions in Å:
1 C -0.799 -1.380 -0.229
2 C 0.407 -1.575 -0.855
3 C -0.658 0.551 1.194
4 C -1.252 -0.005 -0.077
5 C 0.924 -0.434 -1.386
6 Si 1.248 0.468 1.364
7 Si -0.309 0.943 -1.563
8 Cl 1.911 -1.325 2.200
9 Cl 2.116 1.983 2.484
10 Cl -1.389 1.034 -3.279
11 Cl 0.459 2.871 -1.122
12 H -1.237 -1.985 0.537
13 H 0.815 -2.654 -1.016
14 H -0.816 1.611 1.409
15 H -1.089 0.063 2.007
16 H -2.285 0.272 -0.029
17 H 1.955 -0.439 -1.638

Results
Kohn-Sham gap (spin up / spin down) ... 6.571 / 7.117 eV
LUMO (spin up / spin down) ... -1.10 / -0.95 eV
Largest force on an atom ... 0.080 Eh/bohr
Total charge ... 0

=====

The following is a quantum chemistry calculation of an isolated molecule of C6H9N, from the Open Molecules 2025 dataset.

Atoms and positions in Å:
1 C 1.249 1.327 0.282
2 C 0.721 -0.035 -0.169
3 C -0.456 -0.552 0.707
4 C -1.749 -0.062 0.045
5 C -1.713 -0.209 -1.433
6 C 1.792 -1.034 -0.284
7 N 2.610 -1.843 -0.403
8 H 1.981 1.711 -0.434
9 H 1.721 1.257 1.266
10 H 0.417 2.036 0.339
11 H -0.345 -0.189 1.737
12 H -0.448 -1.646 0.747
13 H -2.615 -0.704 0.305
14 H -2.020 0.954 0.357
15 H -1.234 -1.203 -1.604
16 H 0.348 0.109 -1.198

Results
Kohn-Sham gap (spin up / spin down) ... 8.381 / 8.372 eV
LUMO (spin up / spin down) ... -0.77 / -0.77 eV
Largest force on an atom ... 0.021 Eh/bohr
Total charge ... 0

=====

The following is a quantum chemistry calculation of a structure of composition C28H26AuI2N5O5P, from the Open Molecules 2025 dataset.

Atoms and positions in Å:
1 Au -0.424 -0.654 1.442
2 O 1.815 0.737 4.676
3 C 1.370 0.130 3.729
4 O 0.140 0.238 3.308
5 C 2.269 -0.830 2.942
6 P 1.913 -0.784 1.134
7 C 2.625 -2.387 0.660
8 C 1.905 -3.500 1.098
9 C 2.310 -4.778 0.748
10 C 3.434 -4.958 -0.047
11 C 4.159 -3.857 -0.477
12 C 3.757 -2.575 -0.129
13 C 2.767 0.756 0.676
14 C 2.352 1.899 1.367
15 C 2.905 3.136 1.074
16 C 3.873 3.255 0.087
17 C 4.270 2.130 -0.619
18 C 3.712 0.892 -0.338
19 H 2.032 -1.835 3.301
20 H 3.314 -0.624 3.168
21 H 1.011 -3.366 1.694
22 H 1.745 -5.632 1.097
23 H 3.745 -5.955 -0.328
24 H 5.043 -3.993 -1.086
25 H 4.347 -1.736 -0.460
26 H 1.592 1.831 2.135
27 H 2.587 4.008 1.633
28 H 4.312 4.218 -0.135
29 H 5.013 2.215 -1.401
30 H 4.001 0.045 -0.939
31 I -5.531 0.712 -4.328
32 C -4.415 -0.366 -3.010
33 C -3.380 0.281 -2.291
34 C -2.595 -0.457 -1.453
35 C -2.834 -1.844 -1.297
36 C -3.896 -2.470 -1.994
37 C -4.677 -1.748 -2.848
38 C -1.956 -2.712 -0.411
39 O -2.401 -3.818 -0.147
40 O -0.825 -2.222 -0.081
41 H -3.212 1.340 -2.418
42 H -1.786 0.009 -0.909
43 H -4.063 -3.526 -1.829
44 H -5.479 -2.218 -3.400
45 I -0.230 0.840 -5.045
46 C 0.520 -0.263 -3.476
47 C 0.632 -1.635 -3.399
48 N 1.208 -1.892 -2.215
49 N 1.458 -0.790 -1.511
50 C 1.050 0.218 -2.267
51 H 0.357 -2.408 -4.096
52 H 1.364 -2.789 -1.778
53 H 1.157 1.238 -1.931
54 C -3.974 4.664 1.647
55 N -3.285 3.395 1.528
56 C -3.854 2.109 1.883
57 C -2.696 1.183 1.551
58 O -2.708 -0.044 1.702
59 N -1.655 1.902 1.084
60 C -2.025 3.188 1.126
61 N -1.193 4.166 0.769
62 H -5.040 4.499 1.511
63 H -3.641 5.346 0.865
64 H -3.815 5.123 2.625
65 H -4.751 1.875 1.307
66 H -4.093 2.049 2.947
67 H -0.234 3.911 0.591
68 H -1.397 5.125 0.990

Results
Kohn-Sham gap (spin up / spin down) ... 6.509 / 3.677 eV
Spin multiplicity ... 3
LUMO (spin up / spin down) ... -3.39 / -7.22 eV
Largest force on an atom ... 0.025 Eh/bohr
Total charge ... +1